[1]
Formula: C28H22AuN3SSb
Source: the Open Molecules 2025 dataset
Level of theory: ωB97M-V with the def2-TZVPD basis set

```
! RIJCOSX wB97M-V def2-TZVPD def2/J DEFGRID3
* xyz 1 1
Au 0.814 0.533 -0.738
N 2.491 3.235 -3.557
C 3.662 2.528 -3.325
C 4.950 2.657 -3.829
C 5.885 1.758 -3.357
C 5.549 0.767 -2.419
C 4.268 0.646 -1.924
C 3.319 1.549 -2.394
N 1.969 1.679 -2.091
C 1.513 2.691 -2.800
C 0.130 3.159 -2.774
C -0.421 4.134 -3.550
S -2.064 4.326 -3.153
C -1.917 3.075 -1.991
N -0.731 2.564 -1.887
H 2.384 4.021 -4.175
H 5.211 3.419 -4.550
H 6.902 1.816 -3.719
H 6.317 0.086 -2.081
H 4.002 -0.114 -1.201
H 0.039 4.737 -4.317
H -2.756 2.755 -1.389
C 0.426 -0.210 5.591
C 0.857 0.728 4.664
C 0.586 0.543 3.315
C -0.120 -0.581 2.899
C -0.549 -1.524 3.830
C -0.274 -1.335 5.176
Sb -0.560 -0.839 0.863
C -0.668 -2.924 0.627
C -1.879 -3.590 0.787
C -1.924 -4.973 0.669
C -0.766 -5.685 0.392
C 0.442 -5.020 0.229
C 0.493 -3.639 0.345
C -2.577 -0.244 0.705
C -3.277 0.239 1.804
C -4.593 0.661 1.656
C -5.209 0.598 0.415
C -4.511 0.114 -0.685
C -3.196 -0.302 -0.543
H 0.640 -0.067 6.642
H 1.407 1.601 4.989
H 0.929 1.274 2.592
H -1.086 -2.409 3.510
H -0.605 -2.067 5.901
H -2.788 -3.039 0.998
H -2.865 -5.492 0.792
H -0.805 -6.762 0.299
H 1.343 -5.577 0.010
H 1.438 -3.126 0.211
H -2.804 0.288 2.778
H -5.137 1.035 2.514
H -6.235 0.922 0.304
H -4.994 0.055 -1.652
H -2.657 -0.674 -1.408
*
```

highest occupied orbital energy	-11.4	eV
total energy	-2018.42162	hartree
Kohn-Sham gap	0.32030	Ha

=====

[2]
Formula: C3H7N3S
Source: the Open Molecules 2025 dataset
Level of theory: ωB97M-V with the def2-TZVPD basis set

```
! RIJCOSX wB97M-V def2-TZVPD def2/J DEFGRID3
* xyz 0 1
C 0.650 2.194 -1.665
C 1.202 0.394 0.656
C -0.217 -0.874 -0.663
N -0.512 2.484 -1.544
N -1.092 0.616 0.882
N -0.026 0.065 0.468
S 2.050 1.964 -2.275
H 1.897 -0.354 0.431
H 1.637 0.991 1.561
H -0.057 -0.350 -1.714
H 0.661 -1.564 -0.589
H -1.044 -1.499 -0.589
H -1.063 2.104 -0.758
H -0.851 1.264 1.711
*
```

relative energy (zero: lowest compared OMol25 entry of this formula, charge and spin)	397.62	kJ/mol
highest occupied orbital energy	-8.3	eV
total energy	-680.83079	hartree
Kohn-Sham gap	0.32650	Ha

=====

[3]
Formula: C13H34N4P2RuS2
Source: the Open Molecules 2025 dataset
Level of theory: ωB97M-V with the def2-TZVPD basis set

```
! RIJCOSX wB97M-V def2-TZVPD def2/J DEFGRID3
* xyz 4 1
Ru -0.517 1.572 0.948
C 1.420 -1.087 -0.122
P 1.602 0.564 0.561
C 2.507 1.551 -0.648
C 2.628 0.503 2.085
C 1.925 1.112 3.298
P 0.151 0.761 3.181
C -0.053 -0.990 3.575
C -0.750 1.688 4.445
H 2.418 -1.522 -0.240
H 0.952 -1.031 -1.106
H 0.833 -1.729 0.533
H 3.461 1.037 -0.809
H 2.721 2.554 -0.277
H 1.969 1.597 -1.592
H 3.568 1.018 1.874
H 2.880 -0.548 2.248
H 2.067 2.194 3.352
H 2.312 0.693 4.231
H 0.332 -1.135 4.590
H 0.509 -1.639 2.902
H -1.102 -1.280 3.569
H -0.114 1.773 5.331
H -1.653 1.144 4.726
H -1.026 2.688 4.115
C -5.287 -1.341 -0.676
N -3.938 -1.190 -0.096
C -3.348 -0.046 0.108
N -3.894 1.109 -0.209
S -1.732 -0.218 0.903
H -5.579 -2.382 -0.579
H -5.276 -1.069 -1.732
H -5.996 -0.728 -0.117
H -3.441 -2.042 0.136
H -4.810 1.151 -0.643
H -3.459 1.984 0.030
C 0.641 7.097 -2.550
C -0.713 6.532 -2.154
N -0.657 5.055 -1.967
C -0.503 4.400 -0.846
S -0.562 2.624 -1.022
N -0.305 5.014 0.309
C -0.168 4.473 1.648
C 1.012 5.069 2.384
H 0.552 8.178 -2.650
H 0.972 6.704 -3.510
H 1.406 6.893 -1.798
H -1.463 6.698 -2.926
H -1.108 6.976 -1.239
H -0.688 4.508 -2.820
H -0.224 6.026 0.271
H -0.018 3.352 1.574
H -1.102 4.581 2.205
H 1.953 4.885 1.868
H 1.062 4.695 3.406
H 0.868 6.150 2.462
*
```

relative energy (zero: lowest compared OMol25 entry of this formula, charge and spin)	15.80	kJ/mol
highest occupied orbital energy (alpha / beta)	-21.8 / -21.8	eV
total energy	-2307.26669	hartree
Kohn-Sham gap (alpha / beta)	0.22782 / 0.22788	Ha

=====

[4]
Formula: C6H11N2O
Source: the Open Molecules 2025 dataset
Level of theory: ωB97M-V with the def2-TZVPD basis set

```
! RIJCOSX wB97M-V def2-TZVPD def2/J DEFGRID3
* xyz 1 3
C -0.594 -0.144 0.217
C 1.678 0.609 -0.009
C 3.096 1.003 0.060
C -2.492 1.470 -0.281
C 0.026 -2.493 -0.197
C -1.932 0.171 0.535
N 0.658 1.247 0.263
N 0.204 -1.086 -0.035
O 1.491 -0.738 -0.304
H 3.723 0.249 0.411
H 3.472 1.227 -0.948
H 3.293 1.913 0.659
H -3.531 1.340 -0.191
H -2.518 1.454 -1.335
H -2.084 2.347 0.125
H 0.650 -3.004 0.569
H -0.992 -2.593 0.074
H 0.287 -2.890 -1.287
H -2.507 -0.708 0.141
H -1.929 0.624 1.530
*
```

relative energy (zero: lowest compared OMol25 entry of this formula, charge and spin)	492.20	kJ/mol
highest occupied orbital energy (alpha / beta)	-10.7 / -15.4	eV
⟨S²⟩	2.01
total energy	-419.40911	hartree
Kohn-Sham gap (alpha / beta)	0.26481 / 0.28264	Ha

=====

[5]
Formula: C4H3LiO6
Source: the Open Molecules 2025 dataset
Level of theory: ωB97M-V with the def2-TZVPD basis set

```
! RIJCOSX wB97M-V def2-TZVPD def2/J DEFGRID3
* xyz 0 1
O 0.852 1.677 -0.351
C 0.317 0.805 0.286
O -1.611 0.249 -1.097
C -1.318 -0.919 -1.713
C -1.129 0.407 0.216
O -0.618 -1.770 -1.113
O -1.779 -1.076 -2.864
H -1.241 -0.511 0.807
H -1.739 1.200 0.672
Li -0.756 -2.763 -2.826
O 3.090 0.674 2.146
C 2.179 1.354 1.527
O 1.006 0.771 1.674
H 2.747 -0.098 2.636
*
```

relative energy (zero: lowest compared OMol25 entry of this formula, charge and spin)	223.99	kJ/mol
highest occupied orbital energy	-8.5	eV
total energy	-613.16735	hartree
Kohn-Sham gap	0.28144	Ha

=====

[6]
Formula: C12H23HgN2O2P2
Source: the Open Molecules 2025 dataset
Level of theory: ωB97M-V with the def2-TZVPD basis set

```
! RIJCOSX wB97M-V def2-TZVPD def2/J DEFGRID3
* xyz 1 1
Hg -0.135 -0.234 0.584
P -2.391 0.447 -0.529
C -2.149 0.831 -2.236
C -0.873 1.288 -2.673
N 0.241 1.024 -1.905
C 1.438 1.428 -2.303
C 1.638 2.166 -3.487
C 0.524 2.475 -4.283
C -0.728 2.020 -3.894
C 2.665 1.102 -1.445
P 2.399 -0.380 -0.390
H -1.630 2.217 -4.473
H 2.655 2.468 -3.730
H 0.666 3.038 -5.202
H 3.507 0.916 -2.136
H 2.862 1.972 -0.786
H -2.128 -1.228 -3.785
H -2.985 1.043 -2.919
H -0.810 -3.297 -2.667
O -1.949 -2.181 -3.919
H -2.449 -2.441 -4.719
H -0.216 -1.900 0.210
O -0.508 -3.649 -1.795
H 0.435 -3.408 -1.703
C 2.791 -1.778 -1.484
H 3.831 -1.712 -1.837
H 2.657 -2.704 -0.900
H 2.109 -1.790 -2.351
C 3.651 -0.313 0.900
H 3.538 -1.239 1.485
H 4.669 -0.251 0.488
H 3.446 0.553 1.549
C -3.108 1.851 0.366
H -4.102 2.088 -0.042
H -3.180 1.556 1.423
H -2.439 2.720 0.286
C -3.452 -0.998 -0.327
H -3.576 -1.118 0.760
H -4.423 -0.817 -0.809
H -2.953 -1.877 -0.761
N 0.224 2.823 1.643
C 0.107 1.704 1.322
*
```

relative energy (zero: lowest compared OMol25 entry of this formula, charge and spin)	0.00	kJ/mol
highest occupied orbital energy (alpha / beta)	-11.8 / -11.1	eV
total energy	-1566.84737	hartree
Kohn-Sham gap (alpha / beta)	0.22923 / 0.20853	Ha

=====

[7]
Formula: C4H11N2
Source: the Open Molecules 2025 dataset
Level of theory: ωB97M-V with the def2-TZVPD basis set

```
! RIJCOSX wB97M-V def2-TZVPD def2/J DEFGRID3
* xyz 1 1
C 0.801 -1.563 1.631
C 1.138 -1.176 0.189
C 0.013 -0.435 -0.507
N -1.400 1.830 -1.665
C -0.853 1.875 -0.464
N -0.140 0.927 0.064
H 0.219 -0.790 2.127
H 1.696 -1.773 2.199
H 0.135 -2.417 1.641
H 2.055 -0.591 0.152
H 1.289 -2.086 -0.395
H 0.279 -0.295 -1.553
H -0.956 -0.928 -0.416
H -2.040 2.573 -1.903
H -1.479 0.973 -2.193
H -0.977 2.788 0.098
H 0.221 1.088 0.996
*
```

SMILES	CCC/[NH+]=C\N
relative energy (zero: lowest compared OMol25 entry of this formula, charge and spin)	27.23	kJ/mol
highest occupied orbital energy	-15.5	eV
total energy	-268.29452	hartree
Kohn-Sham gap	0.44440	Ha

=====

[8]
Formula: C44H88O33
Source: the Open Molecules 2025 dataset
Level of theory: ωB97M-V with the def2-TZVPD basis set

```
! RIJCOSX wB97M-V def2-TZVPD def2/J DEFGRID3
* xyz 1 2
C 0.515 4.518 -1.685
C 1.074 5.937 -1.671
O 2.456 5.896 -1.557
C 3.078 6.267 -0.366
O 2.443 6.449 0.652
O 4.407 6.252 -0.601
C 5.306 6.562 0.466
H 1.037 4.077 -2.534
H -0.515 4.508 -2.041
H 0.642 3.872 -0.816
H 0.561 6.557 -0.936
H 0.794 6.489 -2.568
H 5.225 7.600 0.787
H 6.254 6.691 -0.056
H 5.294 5.938 1.359
C 4.253 -7.833 0.811
C 3.583 -6.630 1.514
O 4.163 -5.489 0.853
C 3.960 -4.252 1.374
O 3.203 -4.013 2.296
O 4.665 -3.391 0.604
C 4.898 -2.024 1.031
H 4.622 -8.624 1.465
H 5.094 -7.544 0.181
H 3.440 -8.194 0.181
H 3.718 -6.646 2.596
H 2.511 -6.522 1.347
H 5.912 -1.711 0.782
H 4.796 -1.858 2.103
H 4.242 -1.242 0.648
C -2.592 0.891 3.965
C -1.898 2.297 4.050
O -1.381 2.258 5.399
C -0.505 3.160 5.695
O -0.419 4.357 5.287
O 0.355 2.641 6.627
C 1.293 3.517 7.190
H -3.136 0.756 3.030
H -3.258 0.656 4.796
H -1.794 0.148 3.973
H -2.659 3.070 3.950
H -1.240 2.365 3.184
H 0.843 4.325 7.768
H 1.911 3.988 6.426
H 2.105 3.099 7.785
C -6.685 -0.548 -1.352
C -7.161 0.043 -0.055
O -6.424 1.256 0.141
C -6.587 1.971 1.245
O -7.265 1.646 2.212
O -5.874 3.082 1.068
C -5.865 4.162 2.031
H -5.621 -0.780 -1.398
H -6.841 0.009 -2.277
H -7.194 -1.502 -1.486
H -6.902 -0.688 0.710
H -8.235 0.227 -0.024
H -5.129 4.012 2.821
H -6.835 4.228 2.523
H -5.649 5.000 1.368
C -4.476 -1.215 -5.213
C -4.469 0.299 -5.236
O -4.567 0.780 -3.910
C -4.371 2.097 -3.673
O -3.962 2.908 -4.495
O -4.708 2.341 -2.403
C -4.317 3.653 -1.942
H -4.325 -1.659 -6.197
H -5.355 -1.655 -4.744
H -3.624 -1.573 -4.635
H -5.386 0.484 -5.796
H -3.644 0.594 -5.885
H -5.039 4.404 -2.261
H -3.376 4.029 -2.345
H -4.304 3.695 -0.853
C 7.565 1.236 0.807
C 7.546 1.092 2.407
O 6.632 1.918 3.083
C 5.313 1.741 2.742
O 4.845 0.797 2.076
O 4.655 2.834 3.173
C 3.280 2.941 2.818
H 7.836 2.238 0.477
H 6.684 1.024 0.201
H 8.271 0.502 0.420
H 8.563 1.370 2.686
H 7.428 0.088 2.814
H 2.753 2.088 2.392
H 3.222 3.820 2.176
H 2.851 3.176 3.792
C -2.937 0.026 -0.469
C -1.810 0.816 0.312
O -0.632 0.542 -0.371
C 0.491 1.171 0.029
O 0.720 1.922 1.008
O 1.518 0.714 -0.765
C 2.694 1.521 -0.896
H -3.845 0.436 -0.028
H -2.978 -1.054 -0.323
H -2.788 0.275 -1.520
H -1.692 0.695 1.389
H -1.981 1.883 0.167
H 3.468 0.865 -1.295
H 3.072 2.043 -0.018
H 2.377 2.291 -1.600
C -0.161 0.446 -3.677
C -0.693 -0.649 -4.591
O -0.094 -1.843 -4.261
C 0.016 -2.786 -5.235
O -0.499 -2.732 -6.319
O 0.696 -3.826 -4.646
C 1.031 -5.008 -5.382
H -0.760 1.357 -3.654
H 0.852 0.789 -3.888
H -0.164 0.033 -2.668
H -0.677 -0.370 -5.645
H -1.779 -0.736 -4.580
H 1.971 -4.796 -5.891
H 0.334 -5.369 -6.138
H 1.176 -5.865 -4.723
C -5.792 -3.561 0.254
C -5.496 -4.762 1.093
O -5.199 -5.953 0.280
C -4.556 -6.913 0.893
O -4.343 -6.955 2.114
O -4.419 -7.902 0.007
C -3.836 -9.143 0.316
H -6.341 -2.837 0.855
H -6.548 -3.708 -0.517
H -4.882 -3.079 -0.102
H -6.421 -5.044 1.595
H -4.825 -4.560 1.928
H -3.670 -9.720 -0.593
H -4.430 -9.852 0.893
H -2.808 -8.996 0.648
C 0.391 -2.228 2.238
C 1.315 -1.132 2.933
O 0.639 -0.531 3.985
C 1.090 -0.604 5.236
O 2.084 -1.200 5.632
O 0.069 -0.244 5.980
C 0.139 -0.226 7.432
H -0.190 -2.837 2.931
H 0.987 -2.929 1.654
H -0.231 -1.714 1.505
H 1.543 -0.264 2.313
H 2.246 -1.582 3.276
H -0.802 0.176 7.807
H 1.012 0.359 7.723
H 0.333 -1.267 7.691
C 4.480 -1.199 -3.180
C 4.726 -0.892 -4.641
O 3.645 -0.063 -5.221
C 3.395 1.165 -4.820
O 3.947 1.817 -3.912
O 2.382 1.581 -5.587
C 1.888 2.928 -5.565
H 3.446 -1.345 -2.869
H 4.988 -0.484 -2.533
H 4.835 -2.199 -2.933
H 4.805 -1.815 -5.216
H 5.671 -0.363 -4.764
H 1.796 3.186 -4.510
H 0.924 3.048 -6.060
H 2.576 3.722 -5.856
*
```

relative energy (zero: lowest compared OMol25 entry of this formula, charge and spin)	8.33	kJ/mol
highest occupied orbital energy (alpha / beta)	-11.7 / -11.7	eV
⟨S²⟩	0.76
total energy	-4211.80006	hartree
Kohn-Sham gap (alpha / beta)	0.33734 / 0.06422	Ha

=====

[9]
Formula: H10O5
Source: the Open Molecules 2025 dataset
Level of theory: ωB97M-V with the def2-TZVPD basis set

```
! RIJCOSX wB97M-V def2-TZVPD def2/J DEFGRID3
* xyz 1 2
O -0.212 0.594 -0.295
H -0.734 -0.194 -0.448
H 0.695 0.302 -0.386
O -0.327 -0.347 3.123
H -0.557 -0.956 2.421
H -1.041 0.291 3.131
O -1.223 -2.258 -0.663
H -1.420 -2.991 -1.246
H -1.991 -2.189 -0.095
O -0.496 3.010 -1.212
H -0.064 2.880 -2.056
H -0.478 2.146 -0.799
O 2.386 -0.396 -0.592
H 2.592 -0.083 0.289
H 2.871 0.189 -1.174
*
```

relative energy (zero: lowest compared OMol25 entry of this formula, charge and spin)	89.78	kJ/mol
highest occupied orbital energy (alpha / beta)	-15.3 / -14.6	eV
⟨S²⟩	0.76
total energy	-381.78479	hartree
Kohn-Sham gap (alpha / beta)	0.42429 / 0.11828	Ha

=====

[10]
Formula: C36H42BBrN10O2PS2Ti
Source: the Open Molecules 2025 dataset
Level of theory: ωB97M-V with the def2-TZVPD basis set

```
! RIJCOSX wB97M-V def2-TZVPD def2/J DEFGRID3
* xyz 1 3
Ti -0.069 -0.640 0.353
C -3.243 1.327 3.396
O -3.613 0.966 2.054
C -3.104 1.717 1.038
C -3.985 2.523 0.296
C -3.614 3.466 -0.653
C -2.282 3.610 -1.006
C -1.399 2.771 -0.274
C -1.758 1.789 0.681
N -0.708 0.991 1.313
N -0.478 1.566 2.506
C 0.554 1.006 3.235
C 1.285 -0.164 2.882
O 0.764 -0.988 2.003
C 2.421 -0.544 3.612
C 2.847 0.232 4.621
C 2.204 1.417 4.988
C 2.849 2.369 5.850
C 2.114 3.520 6.266
C 0.767 3.687 5.887
C 0.273 2.849 4.874
C 0.984 1.787 4.359
H -2.229 1.660 3.449
H -3.255 0.365 3.958
H -3.994 1.980 3.811
H -4.966 2.347 0.626
H -4.284 4.161 -0.999
H -1.989 4.525 -1.638
H -0.354 2.950 -0.458
H 2.863 -1.471 3.261
H 3.811 -0.071 5.116
H 3.807 2.094 6.212
H 2.597 4.161 6.986
H 0.063 4.446 6.315
H -0.803 3.015 4.528
C 2.397 -4.410 1.869
N 2.979 -3.867 0.623
C 4.292 -3.686 0.341
C 4.358 -2.804 -0.706
N 3.028 -2.519 -1.096
B 2.725 -1.787 -2.433
N 3.449 -0.419 -2.369
C 4.477 -0.056 -3.247
C 4.699 1.291 -3.088
N 3.866 1.708 -2.059
C 3.556 3.093 -1.771
C 3.048 0.678 -1.682
S 1.801 1.044 -0.604
C 2.221 -3.208 -0.271
S 0.518 -3.156 -0.330
H 3.260 -4.577 2.567
H 1.873 -5.283 1.617
H 1.629 -3.753 2.274
H 5.088 -3.961 1.008
H 5.221 -2.305 -1.103
H 1.542 -1.598 -2.558
H 3.320 -2.420 -3.267
H 5.079 -0.752 -3.860
H 5.427 1.878 -3.577
H 3.853 3.443 -0.780
H 2.554 3.287 -1.816
H 4.105 3.653 -2.505
Br -3.226 -2.961 4.608
C -2.861 -2.874 2.721
C -3.641 -3.683 1.931
C -3.396 -3.476 0.575
C -2.605 -2.486 0.113
N -1.965 -1.625 0.897
C -2.074 -1.834 2.206
H -4.406 -4.367 2.334
H -3.857 -4.089 -0.099
H -2.348 -2.425 -0.931
H -1.500 -1.223 2.845
C -3.076 -1.066 -4.451
N -3.110 0.311 -3.732
C -2.228 1.313 -4.410
N -0.946 0.771 -4.632
C -0.944 -0.593 -5.266
N -1.773 -1.584 -4.582
C -1.236 -1.966 -3.293
P -0.944 -0.513 -2.193
C -2.695 0.181 -2.234
C -0.209 0.778 -3.341
H -3.601 -0.959 -5.389
H -3.653 -1.772 -3.809
H -4.049 0.728 -3.743
H -2.253 2.149 -3.779
H -2.742 1.705 -5.298
H 0.028 -0.960 -5.337
H -1.303 -0.502 -6.305
H -0.323 -2.563 -3.370
H -1.962 -2.733 -2.828
H -2.651 1.218 -1.935
H -3.432 -0.247 -1.584
H 0.857 0.619 -3.381
H -0.316 1.796 -2.933
*
```

relative energy (zero: lowest compared OMol25 entry of this formula, charge and spin)	184.89	kJ/mol
highest occupied orbital energy (alpha / beta)	-8.0 / -9.4	eV
⟨S²⟩	2.05
total energy	-6680.94119	hartree
Kohn-Sham gap (alpha / beta)	0.20047 / 0.24983	Ha